{"formula": "C19H30N2O3S", "method": "ωB97M-V with the def2-TZVPD basis set", "mol_weight_g_mol": 366.53, "e_homo_ev": -9.533, "e_tot_ev": -40148.9367, "smiles": "CCCCNC(=O)[C@H]1CC[C@H](CNS(=O)(=O)c2ccc(C)cc2)CC1", "elements": ["H", "H", "N", "C", "H", "O", "H", "C", "S", "C", "H", "C", "H", "H", "H", "C", "H", "H", "C", "H", "C", "H", "H", "C", "H", "C", "H", "C", "H", "H", "H", "C", "H", "H", "C", "N", "C", "H", "C", "C", "C", "C", "H", "H", "C", "H", "H", "O", "H", "H", "H", "C", "O", "H", "H"], "xyz": [[4.117, -0.295, 4.757], [1.064, -0.654, 4.074], [1.560, -0.321, 1.423], [-2.258, 2.408, -1.002], [2.103, -2.488, 5.435], [1.845, 1.896, 1.738], [-2.627, -2.151, -1.381], [-1.206, 1.059, 0.878], [-3.245, -0.116, -3.307], [-3.302, 2.339, -2.133], [-2.514, 3.264, -0.368], [1.739, -1.391, 3.633], [1.887, -3.342, -0.839], [0.222, 0.376, -0.581], [0.117, 3.311, 0.233], [3.446, -0.818, 5.432], [-3.491, 3.343, -2.516], [-1.294, 1.874, 1.599], [0.706, -2.004, -2.029], [2.622, -1.758, -1.122], [-2.331, 1.140, -0.148], [-3.012, 1.911, -4.151], [-0.817, 3.607, -2.059], [2.688, -1.923, 4.706], [3.400, -2.613, 4.247], [1.267, 0.982, 1.190], [-2.282, 0.273, -0.803], [2.023, -2.550, -1.571], [-3.296, 1.109, 0.362], [2.751, -0.095, 5.853], [2.583, -2.948, -2.415], [-0.541, -0.515, -3.461], [-4.238, 1.931, -1.735], [1.583, -0.756, -3.531], [2.475, -0.746, 2.457], [-2.856, 1.510, -3.241], [-1.694, -1.860, -1.838], [1.131, -2.218, 3.255], [-0.857, 2.627, -1.579], [-1.708, -0.903, -2.833], [0.150, 1.168, 0.173], [0.231, 2.526, -0.516], [3.195, -1.455, 2.034], [4.037, -1.237, 6.242], [0.663, -1.063, -3.056], [0.986, -1.031, 0.995], [-0.471, -3.152, -0.654], [-4.257, -0.440, -2.341], [-1.279, 0.116, 1.425], [1.213, 2.650, -0.977], [3.003, 0.153, 2.780], [-0.486, -2.407, -1.437], [-3.484, -0.409, -4.691], [-0.589, 0.212, -4.257], [-0.673, 1.872, -2.344]]}

---

{"formula": "C19H30N3O2", "method": "ωB97M-V with the def2-TZVPD basis set", "mol_weight_g_mol": 332.47, "total_charge": 1, "e_homo_ev": -11.094, "e_tot_ev": -28749.8055, "smiles": "O=C(C[NH2+]C[C@H]1CCCO1)Nc1ccccc1N1CCCCCC1", "elements": ["H", "C", "C", "N", "H", "H", "N", "C", "H", "N", "O", "H", "H", "H", "H", "C", "H", "C", "H", "C", "C", "C", "H", "H", "H", "H", "C", "H", "C", "C", "H", "H", "C", "O", "H", "C", "H", "C", "H", "H", "H", "C", "C", "C", "H", "C", "H", "H", "C", "H", "H", "H", "H", "H"], "xyz": [[4.500, 0.958, -2.259], [-3.528, -1.066, 0.310], [0.663, 1.650, 1.184], [-0.521, 1.227, 0.813], [-3.927, -1.740, -0.455], [-0.362, -3.647, 0.548], [-2.360, -0.334, -0.162], [-2.540, 1.055, -0.393], [4.788, 1.320, 1.168], [2.861, 1.325, 1.984], [2.302, -0.084, -0.580], [4.057, -0.295, 1.350], [1.157, 0.565, 3.007], [-4.414, 0.990, -1.424], [2.504, 2.309, 1.573], [2.577, -0.988, -1.646], [-4.310, -0.349, 0.571], [-2.664, 3.810, -0.772], [-0.789, 3.898, 0.269], [-1.526, 1.897, 0.090], [3.401, 0.799, -0.398], [3.866, 0.744, 1.068], [-2.125, -3.070, -1.285], [-0.435, -2.713, -1.576], [2.077, -1.929, -1.416], [3.257, 1.443, 2.916], [-1.294, -2.444, -0.959], [5.497, 0.394, -0.914], [-1.000, -2.761, 0.509], [-1.579, 3.267, -0.103], [-4.526, 3.424, -1.748], [-2.656, -1.163, 2.262], [-2.265, -3.062, 1.313], [1.181, 2.753, 0.972], [-0.818, 0.253, 0.949], [-3.156, -1.849, 1.572], [-4.073, -2.190, 2.055], [-3.683, 2.993, -1.232], [-0.672, -0.413, -1.351], [2.173, -0.582, -2.581], [4.448, -1.408, -2.685], [-3.623, 1.621, -1.048], [-1.608, -0.972, -1.238], [4.509, 0.339, -1.364], [1.586, -0.305, 1.503], [1.548, 0.666, 1.993], [3.076, 1.823, -0.626], [-1.980, -3.489, 2.277], [4.096, -1.092, -1.708], [-2.714, 4.876, -0.927], [-2.149, -0.902, -2.195], [4.462, -1.793, -0.958], [-0.447, -1.937, 0.969], [-2.840, -3.821, 0.780]]}

---

{"formula": "C19H30N4O4S", "method": "ωB97M-V with the def2-TZVPD basis set", "mol_weight_g_mol": 410.54, "e_homo_ev": -8.233, "e_tot_ev": -45176.4357, "smiles": "Cc1cc(C(=O)N2CCCN(CCNC(=O)[C@@H]3CCS(=O)(=O)C3)CC2)[nH]c1C", "elements": ["H", "C", "C", "C", "C", "H", "H", "C", "C", "H", "H", "H", "C", "O", "C", "O", "N", "C", "H", "C", "H", "H", "C", "H", "H", "H", "H", "C", "O", "H", "N", "C", "C", "O", "H", "C", "H", "H", "N", "H", "H", "C", "N", "C", "H", "H", "H", "H", "H", "H", "H", "H", "C", "H", "S", "C", "H", "H"], "xyz": [[-4.881, -3.258, 3.679], [2.166, -2.240, -0.307], [-1.388, 0.312, 1.045], [-5.481, -2.193, 1.870], [0.700, -2.149, -0.752], [-0.106, -1.344, 1.443], [1.529, -0.802, -2.976], [-5.544, -3.379, 2.823], [2.598, 4.380, -1.336], [4.851, 2.679, 0.156], [5.581, 5.371, -0.158], [-2.762, -3.751, 1.887], [-4.159, -2.284, 1.046], [-5.840, -4.962, 0.765], [-3.136, -1.306, 1.600], [-2.884, -1.278, 2.794], [2.820, -0.177, -1.509], [1.837, 5.592, -1.780], [4.396, 5.499, 1.143], [-3.578, -3.708, 1.166], [4.158, -1.618, -0.860], [-4.373, -2.061, 0.001], [3.525, 0.784, -0.852], [4.180, 6.425, -0.338], [-2.652, -0.723, -0.282], [-1.411, 1.226, 0.449], [-1.483, 0.589, 2.094], [1.634, 0.055, -2.309], [-4.397, -5.796, 2.620], [2.273, -1.797, 0.687], [4.079, 3.056, -0.373], [3.149, -1.575, -1.260], [2.266, 3.035, -1.626], [4.461, 0.489, -0.109], [-6.548, -3.646, 3.147], [0.369, 0.238, -1.479], [2.501, 6.436, -1.973], [2.438, -3.296, -0.211], [-2.540, -0.498, 0.693], [3.139, -2.092, -2.225], [-5.517, -1.257, 2.423], [3.206, 2.221, -1.017], [0.041, -0.862, -0.573], [-0.089, -0.450, 0.816], [-6.330, -2.230, 1.190], [1.295, 5.389, -2.704], [-0.458, 0.441, -2.174], [0.755, 0.170, 1.154], [-3.270, -4.147, 0.219], [1.417, 2.736, -2.215], [1.108, 5.914, -1.034], [0.608, -2.457, -1.798], [4.516, 5.468, 0.057], [1.774, 0.919, -2.958], [-4.901, -4.707, 1.831], [3.733, 4.355, -0.550], [0.500, 1.144, -0.881], [0.120, -2.878, -0.179]]}

---

The records above give, respectively, maximum force values of 1.1; 0.8; 0.0 eV Å⁻¹.
The records above give, respectively, Kohn-Sham gap values of 10.07; 8.58; 8.67 eV.